[1]
12
Properties=species:S:1:pos:R:3:nbo_charge:R:1 method="wB97M-V/def2-TZVPD" homo_lumo_gap_ev=8.7 lumo_ev=-0.7 e_tot_ev=-14230.160 total_charge=0
C -0.5778 0.1295 0.6608 -0.0258
C 0.3518 -0.6383 -0.0840 0.2271
C -1.2536 1.3718 0.2590 0.1314
C 1.6839 -1.4135 -1.7850 1.1447
N -0.5313 -0.4555 1.8486 -0.2611
N 0.9260 -1.5769 0.6763 -0.3555
N 0.3628 -1.4761 1.8423 -0.0825
N -0.7622 2.5083 0.3939 -0.5840
O 0.7711 -0.7346 -1.4884 -0.3659
O 2.4676 -2.1462 -2.1471 -0.3340
H -2.2234 1.0756 -0.2755 0.1451
H -1.2149 3.3560 0.0990 0.3604


[2]
315
Properties=species:S:1:pos:R:3:mulliken_charge:R:1 method="wB97M-V/def2-TZVPD" homo_lumo_gap_ev=8.7 lumo_ev=0.5 e_tot_ev=-157239.144 total_charge=0
C -2.0908 0.8985 5.1328 -1.2546
C -1.2692 0.8244 3.8665 1.1450
O -2.0669 1.3844 2.7951 -0.3337
H -2.7508 1.7488 5.2366 0.4262
H -1.3505 0.7491 6.0422 0.2617
H -2.7466 0.0369 5.2274 0.1190
H -1.0931 -0.2254 3.5756 -0.7268
H -0.3171 1.3853 3.8430 0.3444
H -1.5871 1.2692 1.9911 -0.1244
C 0.5910 -2.0984 5.4854 0.8636
C 0.4858 -3.5587 6.0342 -0.8810
O 0.5918 -4.5691 5.0344 0.7275
H 0.1175 -1.4748 6.3453 0.3073
H 0.0404 -2.0268 4.5980 -0.4692
H 1.6194 -1.7566 5.3375 -0.6446
H -0.4133 -3.6477 6.6100 0.7253
H 1.2527 -3.7844 6.7724 0.2828
H -0.0793 -5.1948 5.2705 -0.3176
C -0.5593 -1.1732 -5.0265 -1.3681
C 0.2549 0.0978 -4.7144 3.1647
O 0.9247 0.4279 -5.9345 -0.8198
H 0.0456 -2.0078 -5.1877 0.1942
H -1.1926 -1.0538 -5.8870 0.6432
H -1.2988 -1.3463 -4.2565 -0.1645
H 1.0459 -0.0336 -3.8569 -0.5559
H -0.3523 0.9831 -4.4220 -1.4300
H 1.6129 1.0984 -5.7647 0.5037
C -3.8866 -3.1585 5.5603 -0.1793
O -3.6070 -4.5470 5.5368 -0.5372
C -3.0594 -4.8866 4.2780 0.5575
C -2.6110 -6.3740 4.2902 -1.2004
N -1.5062 -6.4761 5.2618 -0.2168
C -0.8050 -7.7556 5.2809 -0.2041
C -0.0155 -7.8632 6.5647 -0.5370
O -0.9096 -7.7551 7.7043 -0.4125
C -0.1421 -7.6378 8.9029 -0.6544
H -2.9556 -2.5777 5.2423 -0.0682
H -4.1908 -2.7836 6.5394 0.4003
H -4.7129 -3.0117 4.8075 0.1039
H -2.1162 -4.2876 4.1973 -0.5674
H -3.7951 -4.6438 3.4839 0.4719
H -2.2437 -6.5785 3.2961 0.1979
H -3.3382 -7.1106 4.5322 0.6958
H -1.8483 -6.3422 6.2292 0.2555
H -0.1441 -7.9348 4.4368 -0.0961
H -1.5249 -8.6113 5.2180 0.5602
H 0.7888 -7.1178 6.7871 0.0260
H 0.4834 -8.8689 6.6539 0.5153
H 0.3657 -8.6090 9.0539 0.2756
H -0.8109 -7.4865 9.7566 0.2506
H 0.5524 -6.7932 8.6800 0.2997
C 0.7495 -10.0657 2.3645 -0.5740
O 1.8098 -9.4547 3.1030 -0.4424
C 2.0861 -8.1453 2.6691 -0.3337
C 2.7548 -7.3800 3.7988 -0.5792
N 2.8982 -5.9753 3.6249 0.4690
C 3.6476 -5.3284 4.6839 -0.9719
C 3.6416 -3.8277 4.5427 0.8345
O 4.5048 -3.3278 5.5239 -0.5803
C 4.7239 -1.9348 5.3526 -0.7730
H -0.0921 -9.4059 2.3667 0.1537
H 0.5165 -10.9712 2.9756 0.2448
H 1.1456 -10.2736 1.3437 0.3051
H 1.1237 -7.6401 2.4204 0.1082
H 2.7323 -8.1516 1.7872 0.5342
H 3.7453 -7.8052 4.0427 0.3767
H 2.1794 -7.5497 4.7309 -0.0722
H 2.0407 -5.4230 3.4727 -0.4464
H 4.7109 -5.6093 4.7433 0.5512
H 3.1913 -5.6071 5.6985 0.1630
H 2.6978 -3.3411 4.6380 -0.7610
H 4.0756 -3.6356 3.5640 0.3300
H 3.8105 -1.4292 5.7123 0.2217
H 4.8284 -1.5688 4.3629 0.1811
H 5.5501 -1.7310 6.0177 0.4168
C 8.5068 -1.7161 4.1999 -0.8655
O 7.8560 -0.5804 3.7313 -0.1419
C 8.6332 0.6180 3.7315 -0.8962
C 7.9648 1.7132 2.8353 -0.5716
N 6.6584 2.0882 3.3181 0.0491
C 5.4564 1.2331 3.0659 -0.1404
C 5.3571 0.9533 1.5823 -0.5164
O 4.1747 0.3152 1.1426 0.3118
C 4.3196 -0.1221 -0.1809 -0.5964
H 8.5192 -1.7632 5.2531 0.3063
H 9.5428 -1.7037 3.8844 0.3981
H 7.9869 -2.5506 3.7869 0.2042
H 9.5654 0.3434 3.3611 0.5841
H 8.8492 0.9110 4.7740 0.3276
H 8.0373 1.4481 1.7182 0.1714
H 8.6024 2.5982 2.8913 0.4913
H 6.4005 2.9756 2.9957 0.1421
H 4.6575 1.8044 3.5391 0.4527
H 5.4636 0.2463 3.6235 -0.8828
H 6.1828 0.2799 1.3257 0.4253
H 5.4377 1.8989 1.0405 0.2694
H 4.5002 0.6465 -0.9721 0.2024
H 3.5382 -0.9018 -0.4400 -0.3001
H 5.2227 -0.7278 -0.2472 0.6794
C 0.3881 8.0464 -6.2788 -0.9448
O -0.3589 6.9744 -5.7315 0.1144
C -1.0173 6.1091 -6.6932 -0.4080
C -0.1816 4.9258 -7.1365 -1.1820
N 0.0505 3.9101 -6.0665 0.3407
C 0.9612 4.3870 -5.0570 -1.6369
C 1.5169 3.2396 -4.2513 3.1939
O 2.3432 2.3913 -5.0101 -0.6462
C 3.5225 2.0100 -4.3698 -0.6340
H 0.6701 8.7042 -5.4116 0.2404
H -0.3096 8.6586 -6.8952 0.3264
H 1.2250 7.7966 -6.9911 0.2484
H -1.2476 6.6708 -7.5830 0.7055
H -1.9320 5.8002 -6.1617 -0.1025
H 0.7337 5.3126 -7.5774 0.4767
H -0.6761 4.4484 -8.0093 0.5171
H 0.4536 3.0583 -6.5344 0.2225
H 0.3748 5.1141 -4.4582 0.3244
H 1.8596 4.8668 -5.4931 0.4248
H 0.6472 2.6376 -3.8854 -0.7846
H 2.0473 3.6981 -3.4068 -0.9960
H 3.3074 1.6503 -3.3634 0.0448
H 4.1841 2.8707 -4.3094 0.3574
H 4.0532 1.2553 -4.9178 0.3680
C -6.9228 -1.0595 2.7538 -0.9731
O -5.8329 -0.7997 1.8139 -0.1298
C -4.4928 -1.0327 2.2019 -1.1058
C -3.6378 -1.0535 1.0109 2.2330
N -3.8935 -2.2564 0.2601 -0.1060
C -3.3514 -2.3867 -1.0605 0.3501
C -4.0147 -1.6009 -2.1413 -0.1563
O -5.3504 -2.0948 -2.2844 -0.4352
C -6.1357 -1.3569 -3.1896 -0.2914
H -7.0778 -0.2224 3.4432 0.3107
H -6.7033 -1.9619 3.3076 0.3084
H -7.7900 -1.2294 2.1340 0.2532
H -4.4349 -2.0590 2.6624 -0.2826
H -4.2031 -0.3258 2.8882 1.0106
H -2.6066 -1.0287 1.3670 -0.5064
H -3.9176 -0.2126 0.4207 -0.9135
H -4.8407 -2.5482 0.4098 0.4670
H -3.2162 -3.4792 -1.3753 0.0282
H -2.2882 -2.0391 -1.0082 -0.8154
H -3.4031 -1.6189 -3.0400 0.7799
H -4.0413 -0.5590 -1.9698 -0.2428
H -7.0029 -2.0476 -3.3257 0.2351
H -5.6866 -1.1084 -4.1936 0.2576
H -6.4572 -0.3620 -2.8134 -0.0321
C -6.9894 7.4394 0.0858 -0.7659
O -7.0141 6.1231 -0.0844 -0.4315
C -6.3630 5.7382 -1.2607 0.2753
C -6.6161 4.2632 -1.5119 -0.0176
N -6.0178 3.4088 -0.4689 0.0969
C -5.9610 1.9840 -0.7925 0.2218
C -7.2870 1.2351 -0.7984 -0.9879
O -7.9617 1.5187 -1.9938 -0.1819
C -9.2773 0.9376 -1.9701 -0.8451
H -7.6796 7.7012 0.9449 0.2459
H -7.3608 7.9877 -0.7815 0.3462
H -5.9953 7.7484 0.4182 0.2348
H -5.2453 5.7949 -1.2038 -0.5368
H -6.9149 6.2366 -2.0594 0.7899
H -5.9675 4.0583 -2.4510 -0.3440
H -7.7195 4.0869 -1.8205 0.1384
H -6.4987 3.4233 0.4313 0.3236
H -5.2113 1.6353 -0.0633 -0.2234
H -5.5241 1.8909 -1.8034 -0.5996
H -7.8381 1.6222 0.0600 0.7750
H -7.2418 0.1420 -0.6146 0.4452
H -9.2095 -0.1304 -2.2509 0.2204
H -9.7836 1.5295 -2.6978 0.2274
H -9.6714 1.0560 -0.9514 0.3756
C -3.7050 5.2701 1.4974 -0.5857
O -2.5743 6.0013 1.9360 -0.3557
C -1.4212 5.2672 2.1965 -1.1743
C -0.6318 4.9739 0.8509 0.4370
N -0.3649 6.1366 0.0259 0.7601
C 0.2467 7.2271 0.6300 -0.3472
C 0.2611 8.4278 -0.3356 -0.8675
O -1.0625 8.5556 -0.7330 -0.2210
C -1.3466 9.7316 -1.4237 -0.9635
H -3.8095 4.3555 2.0389 0.3060
H -3.6749 5.0470 0.4527 0.1336
H -4.5899 5.8252 1.6216 0.3885
H -1.6763 4.3238 2.6986 0.5877
H -0.8718 5.9611 2.8487 0.3397
H -1.1169 4.2236 0.2408 -0.3767
H 0.3273 4.5524 1.1553 -0.3562
H -1.2979 6.4762 -0.3470 -0.0173
H 1.2967 6.8879 0.8403 0.1073
H -0.2427 7.5611 1.5470 0.4986
H 0.8894 8.2022 -1.2372 0.2448
H 0.5617 9.2929 0.2676 0.4781
H -2.3899 9.8118 -1.6130 0.2784
H -0.8798 9.8052 -2.3872 0.3142
H -1.0222 10.5871 -0.8437 0.3735
C 8.1954 4.6244 4.5908 -0.8392
O 7.4639 4.8942 3.4198 -0.3244
C 6.3202 5.6093 3.7022 -0.5940
C 5.5440 5.8362 2.4334 -0.8718
N 5.1823 4.6000 1.7613 0.0631
C 4.6589 5.0229 0.4539 -0.9203
C 3.6087 4.0474 -0.1823 0.3562
O 3.2869 4.3773 -1.5238 -0.4603
C 2.6750 5.6209 -1.7017 -0.8627
H 7.6496 3.9801 5.2846 0.3116
H 8.3837 5.5521 5.1075 0.4209
H 9.1618 4.1711 4.2895 0.2289
H 6.6359 6.6051 4.1483 0.4241
H 5.7894 5.0847 4.5461 0.3097
H 6.3101 6.3502 1.8604 0.3387
H 4.7200 6.4763 2.5858 0.5422
H 4.4640 4.1378 2.2315 0.0741
H 5.5134 5.1049 -0.2401 0.2159
H 4.1397 5.9505 0.4754 0.6994
H 2.7871 3.8911 0.4967 -0.0565
H 4.1120 3.1009 -0.2042 -0.3112
H 2.3107 5.5432 -2.7273 0.3044
H 3.4182 6.4507 -1.6915 0.3936
H 1.8511 5.9192 -1.0405 0.2141
C 1.8084 -5.1802 -6.3695 -0.9679
O 2.1360 -5.9148 -5.2717 -0.2961
C 3.4790 -6.2785 -5.3314 -0.3373
C 3.8936 -7.3142 -4.3033 -1.0471
N 3.4474 -7.1142 -2.9113 -0.3200
C 4.4745 -6.4837 -2.1194 -0.3251
C 3.8579 -5.9199 -0.8679 0.8338
O 4.7351 -4.9542 -0.4020 -0.5461
C 4.0030 -4.1007 0.4861 0.5407
H 1.6164 -5.8677 -7.2430 0.3175
H 2.4843 -4.3710 -6.5865 0.3995
H 0.7964 -4.7517 -6.2266 0.2900
H 4.0745 -5.3719 -5.0974 0.2417
H 3.6570 -6.7376 -6.2858 0.3920
H 4.9806 -7.3190 -4.3334 0.4309
H 3.5272 -8.2985 -4.6532 0.4211
H 2.5503 -6.6208 -2.9016 0.2127
H 4.9744 -5.5754 -2.5824 0.2616
H 5.2634 -7.2338 -1.9138 0.3270
H 3.5029 -6.4967 -0.0135 -0.0280
H 2.9506 -5.4042 -1.1566 -0.6873
H 3.1275 -3.6654 -0.0260 -0.2934
H 4.6085 -3.2408 0.7709 0.0467
H 3.7443 -4.7023 1.3842 0.0968
C -1.9070 1.6226 -1.5160 0.6388
O -0.9837 1.6127 -0.4427 1.2361
C 0.3141 1.5097 -0.8817 0.8794
C 1.1418 1.1698 0.3803 -0.0530
N 0.8428 -0.1965 0.6899 0.8101
C 1.4325 -0.8738 1.8234 -0.6967
C 0.9894 -2.2721 1.9437 0.4919
O -0.4283 -2.2193 2.0141 0.8707
C -0.9005 -3.6168 1.8413 0.4525
H -1.9848 0.6842 -2.0841 -0.3235
H -1.7018 2.4303 -2.2251 -0.5804
H -2.8542 1.8207 -1.0028 -0.2721
H 0.7140 2.4632 -1.3269 -0.0373
H 0.5026 0.7285 -1.6959 -0.7419
H 0.6650 1.8291 1.1487 0.0977
H 2.2074 1.4924 0.2768 -0.9281
H -0.1132 -0.4268 0.6143 -0.1707
H 1.3031 -0.4317 2.8160 -0.1965
H 2.4977 -0.8495 1.7221 -0.0206
H 1.4142 -2.7578 2.8284 -0.2642
H 1.2659 -2.9337 1.1576 -0.0996
H -2.0295 -3.6733 1.7415 0.1365
H -0.6717 -4.1375 2.8049 -0.9509
H -0.4390 -4.1722 1.0332 -0.2892
C -2.6655 -7.4252 -0.2911 -0.3617
O -2.5192 -6.8532 -1.5240 -0.4406
C -1.1570 -6.4193 -1.6222 0.5927
C -0.9960 -5.6937 -2.9039 -1.0244
N 0.2469 -4.9381 -2.9846 0.4529
C 0.2028 -3.5880 -2.4824 1.2400
C 1.5741 -2.9159 -2.4139 1.7910
O 2.1023 -2.6837 -3.7543 -0.3331
C 3.3437 -2.0074 -3.6984 -0.1561
H -2.0586 -8.3763 -0.0869 0.2567
H -3.6724 -7.6420 -0.0948 0.4205
H -2.2771 -6.7538 0.4838 -0.1146
H -0.5509 -7.2995 -1.5307 0.5901
H -0.8584 -5.6521 -0.9640 -0.5229
H -1.9329 -5.0896 -3.0663 0.1406
H -0.9550 -6.4088 -3.7459 0.3912
H 0.7268 -5.0330 -3.8325 -0.0608
H -0.2283 -3.5066 -1.4800 -0.7839
H -0.4030 -2.7983 -3.0634 -0.9399
H 2.1372 -3.6348 -1.8818 -0.9784
H 1.5620 -1.9694 -1.8612 -0.1416
H 3.3210 -1.0933 -3.0669 -0.2690
H 3.7070 -1.6818 -4.7169 0.2804
H 4.0921 -2.7258 -3.2180 0.1080
C -3.6844 8.1094 -4.6105 -1.0640
O -3.3545 6.7400 -4.4324 -0.2019
C -2.6515 6.3844 -3.2638 -1.5465
C -2.3502 4.8616 -3.4305 1.8016
N -3.5455 4.1486 -3.8870 0.4607
C -3.2992 3.2096 -4.9587 0.5330
C -4.5347 2.7013 -5.5391 -0.7745
O -5.2303 3.7259 -6.2270 -0.3185
C -6.5195 3.2072 -6.6220 -0.7563
H -4.4138 8.3772 -3.8999 0.3366
H -4.0246 8.1513 -5.6195 0.1867
H -2.8160 8.6131 -4.4129 0.3340
H -3.1810 6.6469 -2.3738 0.8738
H -1.7385 6.9716 -3.1613 0.4117
H -1.9905 4.4316 -2.4616 -1.0330
H -1.4720 4.6995 -4.1382 -0.7892
H -4.2875 4.7580 -4.2608 0.3902
H -2.6440 2.4036 -4.6850 -0.3479
H -2.7996 3.7044 -5.7829 -0.3776
H -5.1083 2.3640 -4.6806 0.0469
H -4.4206 1.8317 -6.1884 0.6691
H -7.1142 3.9079 -7.1905 0.2829
H -7.0966 2.8170 -5.7636 0.1932
H -6.3742 2.3927 -7.3024 0.3489


[3]
83
Properties=species:S:1:pos:R:3:lowdin_spin:R:1 method="wB97M-V/def2-TZVPD" homo_lumo_gap_ev="4.9 / 5.0" lumo_ev="3.7 / 3.2" multiplicity=3 e_tot_ev=-427296.696 s2=2.021 total_charge=-2
Ti -0.7803 1.0812 0.0141 0.7981
N -1.3743 1.1232 2.4112 0.0007
N -0.3607 2.0460 2.7498 0.0006
C 0.3227 2.6584 1.6972 0.0029
O 1.4516 3.1086 1.8824 -0.0010
O -0.3792 2.8001 0.6215 0.0153
H -2.2499 1.3922 2.8474 0.0001
H -1.1328 0.1780 2.6839 0.0002
H 0.1963 1.8725 3.5710 -0.0001
Cl 0.7049 -2.8538 -0.0528 0.0048
C -0.9778 -2.9937 0.3890 0.0194
C -1.4686 -4.2767 0.6318 -0.0020
C -2.7754 -4.4520 0.9880 0.0231
Cl -3.3625 -6.0824 1.2208 0.0050
C -3.6394 -3.3549 1.1831 0.0003
C -4.9880 -3.4673 1.5659 0.0044
C -5.7310 -2.3323 1.7530 -0.0013
C -5.1222 -1.0856 1.5774 0.0085
N -3.8728 -0.9478 1.1879 -0.0002
C -3.1260 -2.0387 0.9720 0.0043
C -1.7675 -1.8471 0.5054 0.0034
O -1.3149 -0.6715 0.1715 0.0048
H -0.8036 -5.1233 0.5387 -0.0007
H -5.4147 -4.4504 1.7126 0.0004
H -6.7741 -2.3769 2.0365 -0.0002
H -5.6796 -0.1755 1.7698 0.0031
O 0.7376 1.3946 -1.1697 0.0129
C 1.5261 0.9045 -0.3290 0.0054
N 2.8689 0.7647 -0.5600 0.0010
C 3.5204 0.3590 0.6758 -0.0001
C 2.2491 0.0666 1.5480 0.0010
O 2.2877 -0.3793 2.6745 0.0023
N 1.1374 0.4009 0.8389 0.0004
C 4.3966 -0.8632 0.4525 0.0000
C 3.9638 -2.1466 0.7601 0.0001
C 4.7791 -3.2443 0.5208 0.0000
C 6.0376 -3.0701 -0.0344 0.0000
C 6.4748 -1.7919 -0.3545 0.0000
C 5.6613 -0.6979 -0.1102 0.0000
C 4.2962 1.4715 1.3725 0.0001
C 5.0160 1.1483 2.5220 0.0000
C 5.6736 2.1355 3.2355 0.0000
C 5.5964 3.4600 2.8268 0.0000
C 4.8960 3.7828 1.6774 0.0000
C 4.2579 2.7904 0.9476 0.0000
H 3.3284 1.2877 -1.2846 0.0001
H 2.9905 -2.2926 1.2088 0.0001
H 4.4241 -4.2378 0.7642 0.0000
H 6.6815 -3.9249 -0.2031 0.0000
H 7.4521 -1.6478 -0.7997 0.0000
H 6.0141 0.2998 -0.3454 0.0000
H 5.0425 0.1196 2.8564 0.0000
H 6.2316 1.8729 4.1263 0.0000
H 6.0689 4.2403 3.4115 0.0000
H 4.8104 4.8133 1.3580 0.0000
H 3.7150 3.0739 0.0575 0.0000
C 0.1169 -1.2604 -2.7789 0.0001
C -0.5656 -0.0022 -3.2845 -0.0029
As -1.8101 0.8434 -2.0398 0.0193
C -2.0570 2.4491 -3.2497 0.0035
C -3.4651 2.9524 -3.5496 0.0013
C -3.4207 -0.2223 -2.6268 0.0050
C -3.2145 -1.7334 -2.7134 0.0006
H 0.7016 -1.7458 -3.5703 0.0000
H -0.5925 -1.9981 -2.4095 0.0000
H 0.8189 -1.0580 -1.9780 0.0001
H -1.1416 -0.2463 -4.1882 -0.0004
H 0.1844 0.7352 -3.5757 -0.0001
H -1.5384 2.1764 -4.1736 -0.0003
H -1.4735 3.2311 -2.7558 -0.0001
H -3.9359 2.3541 -4.3328 0.0001
H -3.4348 3.9916 -3.8796 0.0001
H -4.1141 2.9128 -2.6738 -0.0002
H -3.6385 0.1785 -3.6204 -0.0001
H -4.2812 -0.0075 -1.9937 0.0011
H -2.5085 -1.9972 -3.5031 0.0000
H -4.1646 -2.2253 -2.9435 0.0004
H -2.8582 -2.1564 -1.7766 -0.0001
Se -5.3414 2.8244 2.8566 0.0023
Sb -4.8824 2.8843 0.4459 -0.0004
Se -7.0232 2.1705 -0.4764 0.3077
Se -5.1879 5.2415 -0.1930 0.7080
Se -2.8873 1.8877 -0.2892 0.0379


What are the relative energy (zero: lowest compared OMol25 entry of this formula, charge and spin) values for these records? In order: 4.662 0.464 5.162 eV.